{
  "formula": "C28H45N3O5S",
  "method": "ωB97M-V/def2-TZVPD",
  "total_charge": 0,
  "homo_ev": -8.294,
  "orbital_gap_ev": 8.7,
  "smiles": "CC[C@](C#N)(CCOCCOc1ccc(C(C)(C)CC(C)(C)C)cc1)[C@@](N)(C#N)CCCCS(=O)(=O)O",
  "total_energy_ev": -55307.876,
  "molar_mass_g_mol": 535.75,
  "elements": ["C", "C", "C", "C", "N", "C", "C", "O", "C", "C", "O", "C", "C", "C", "C", "C", "C", "C", "C", "C", "C", "C", "C", "C", "C", "C", "N", "C", "N", "C", "C", "C", "C", "S", "O", "O", "O", "H", "H", "H", "H", "H", "H", "H", "H", "H", "H", "H", "H", "H", "H", "H", "H", "H", "H", "H", "H", "H", "H", "H", "H", "H", "H", "H", "H", "H", "H", "H", "H", "H", "H", "H", "H", "H", "H", "H", "H", "H", "H", "H", "H", "H"],
  "positions_angstrom": [[-5.453, -1.634, -2.149], [-4.765, -1.345, -0.818], [-3.231, -1.212, -0.882], [-2.740, -1.476, 0.485], [-2.415, -1.671, 1.561], [-2.769, 0.206, -1.249], [-3.294, 1.286, -0.311], [-2.344, 2.329, -0.189], [-3.016, 3.526, 0.108], [-2.092, 4.686, 0.403], [-1.414, 4.618, 1.647], [-0.243, 3.900, 1.771], [0.641, 3.550, 0.766], [1.829, 2.881, 1.069], [2.194, 2.557, 2.373], [3.521, 1.884, 2.740], [4.250, 2.910, 3.643], [4.423, 1.700, 1.520], [3.340, 0.620, 3.596], [3.001, -0.704, 2.905], [4.217, -1.426, 2.299], [1.890, -0.611, 1.867], [2.473, -1.639, 4.019], [1.278, 2.898, 3.363], [0.097, 3.554, 3.074], [-2.530, -2.290, -1.770], [-3.165, -3.594, -1.612], [-2.537, -1.880, -3.185], [-2.689, -1.590, -4.276], [-1.031, -2.432, -1.381], [-0.178, -3.157, -2.445], [0.652, -2.217, -3.306], [1.298, -2.998, -4.481], [0.897, -2.362, -6.074], [1.529, -3.219, -7.024], [1.248, -0.979, -6.178], [-0.658, -2.569, -6.220], [-5.287, -2.652, -2.482], [-5.136, -0.980, -2.957], [-6.528, -1.536, -2.026], [-5.178, -0.410, -0.448], [-5.078, -2.094, -0.096], [-3.137, 0.434, -2.245], [-1.684, 0.257, -1.240], [-4.197, 1.706, -0.764], [-3.595, 0.920, 0.675], [-3.611, 3.845, -0.758], [-3.707, 3.435, 0.951], [-1.445, 4.920, -0.440], [-2.761, 5.540, 0.498], [0.435, 3.792, -0.263], [2.458, 2.650, 0.226], [3.704, 3.067, 4.568], [4.352, 3.859, 3.123], [5.245, 2.534, 3.874], [5.325, 1.155, 1.782], [3.937, 1.247, 0.664], [4.766, 2.687, 1.213], [4.255, 0.477, 4.174], [2.563, 0.802, 4.336], [3.912, -2.451, 2.095], [5.096, -1.385, 2.932], [4.417, -1.001, 1.317], [2.196, -0.043, 0.993], [1.541, -1.602, 1.611], [1.034, -0.117, 2.327], [1.663, -1.154, 4.558], [2.205, -2.617, 3.632], [3.284, -1.762, 4.740], [1.475, 2.664, 4.399], [-0.562, 3.809, 3.891], [-2.487, -4.339, -1.704], [-3.551, -3.681, -0.680], [-0.949, -3.010, -0.470], [-0.584, -1.457, -1.219], [0.528, -3.786, -1.899], [-0.763, -3.851, -3.047], [0.007, -1.466, -3.759], [1.422, -1.709, -2.737], [0.925, -4.019, -4.477], [2.376, -3.068, -4.398], [-1.094, -1.705, -6.129]],
  "forces_ev_per_a": [[-0.1, -0.2, -0.1], [-0.5, 0.2, -0.7], [0.3, -0.2, 0.5], [-0.4, 0.2, -0.6], [0.3, -0.2, 0.9], [-0.2, 0.1, 0.1], [-0.3, 0.2, -0.3], [-0.1, -0.2, 0.0], [0.2, 0.7, 0.0], [-0.2, 0.1, 0.1], [0.2, -0.3, -0.3], [0.0, 0.0, 0.3], [-0.1, 0.0, 0.0], [-0.2, 0.3, 0.1], [-0.1, -0.4, -0.5], [0.0, 0.8, 0.3], [0.0, -0.3, -0.2], [0.1, 0.4, 0.2], [0.0, -0.1, -0.5], [-0.2, -1.1, 0.5], [-0.8, 0.4, -0.6], [-0.1, 0.6, 0.5], [0.8, 0.7, 0.2], [-0.2, 0.2, -0.1], [0.0, 0.0, 0.3], [1.2, -0.5, 0.6], [-0.4, -0.1, -0.1], [-1.1, -0.3, 0.8], [0.3, 0.4, -1.1], [0.4, -0.1, -0.7], [0.4, 0.1, 0.8], [-0.3, -0.4, -1.2], [-0.7, 0.0, 1.0], [2.0, -0.2, -1.4], [-0.3, -0.6, 0.1], [-0.8, 0.4, 0.7], [0.0, 0.3, 0.3], [0.2, -0.1, 0.0], [0.0, 0.2, 0.0], [-0.1, 0.2, 0.0], [0.2, 0.1, 0.2], [0.2, -0.2, 0.1], [0.2, 0.0, -0.3], [0.1, 0.0, -0.1], [-0.2, 0.0, 0.0], [0.2, -0.1, 0.1], [-0.1, -0.1, -0.1], [0.0, -0.3, 0.1], [0.4, -0.2, 0.0], [0.0, 0.2, 0.1], [-0.1, 0.0, -0.2], [0.2, -0.1, 0.0], [0.0, 0.1, 0.2], [0.0, 0.2, 0.0], [0.1, 0.0, 0.1], [0.0, -0.3, 0.0], [0.0, -0.3, 0.0], [-0.1, 0.1, -0.2], [0.2, -0.1, 0.0], [-0.1, 0.2, 0.0], [0.2, -0.2, 0.2], [0.1, -0.1, 0.1], [0.4, 0.1, 0.0], [-0.1, -0.1, -0.2], [0.1, -0.3, -0.4], [-0.1, 0.2, -0.1], [-0.3, -0.2, -0.1], [-0.2, -0.1, 0.0], [0.0, -0.2, 0.2], [0.1, 0.0, 0.1], [-0.2, 0.1, -0.1], [0.1, 0.0, -0.1], [0.0, 0.1, 0.0], [-0.3, 0.2, 0.3], [0.1, 0.2, 0.2], [0.0, -0.2, 0.0], [-0.2, 0.1, -0.2], [0.0, 0.3, 0.2], [0.0, 0.1, 0.2], [0.0, -0.2, -0.2], [0.2, 0.2, -0.3], [-0.3, -0.1, 0.2]]
}



{
  "formula": "C28H46ErF6OP2",
  "method": "ωB97M-V/def2-TZVPD",
  "total_charge": 1,
  "homo_ev": [-10.897, -10.897],
  "orbital_gap_ev": [6.7, 6.8],
  "multiplicity": 4,
  "total_energy_ev": -94327.666,
  "molar_mass_g_mol": 741.87,
  "elements": ["Er", "C", "C", "C", "C", "C", "C", "H", "H", "H", "C", "H", "H", "H", "C", "H", "H", "H", "C", "H", "H", "H", "C", "H", "H", "H", "C", "C", "C", "C", "C", "C", "C", "C", "H", "H", "H", "H", "H", "H", "H", "H", "H", "H", "H", "H", "P", "P", "C", "C", "H", "H", "H", "H", "C", "H", "H", "H", "C", "H", "H", "H", "C", "H", "H", "H", "C", "H", "H", "H", "C", "C", "O", "C", "F", "F", "F", "C", "F", "F", "F", "H", "H", "H"],
  "positions_angstrom": [[-1.139, 0.970, 1.302], [0.275, 0.857, 3.451], [1.193, 1.234, 2.450], [-0.454, 2.882, 2.605], [-0.727, 1.861, 3.572], [0.735, 2.461, 1.888], [0.498, -0.209, 4.441], [1.279, -0.895, 4.104], [-0.402, -0.785, 4.574], [0.757, 0.154, 5.449], [-1.536, 2.031, 4.795], [-2.191, 1.170, 4.960], [-2.141, 2.940, 4.754], [-0.845, 2.080, 5.651], [-1.169, 4.197, 2.581], [-1.051, 4.655, 3.579], [-2.253, 4.100, 2.370], [-0.724, 4.849, 1.820], [1.399, 3.147, 0.748], [2.425, 3.460, 1.017], [0.839, 4.033, 0.402], [1.503, 2.474, -0.126], [2.486, 0.539, 2.191], [3.166, 0.588, 3.074], [3.021, 0.968, 1.321], [2.298, -0.531, 1.979], [1.693, -2.985, -0.150], [2.904, -3.358, 0.301], [4.230, -2.764, -0.039], [4.371, -2.115, -1.451], [4.129, -0.655, -1.537], [2.950, -0.043, -1.404], [1.582, -0.652, -1.080], [1.387, -2.144, -1.365], [5.068, -3.518, 0.062], [3.756, -2.689, -2.134], [4.439, -1.988, 0.721], [1.939, -2.411, -2.274], [0.809, -3.532, 0.205], [2.972, -4.275, 0.956], [0.329, -2.334, -1.644], [1.309, -0.507, -0.013], [2.943, 1.048, -1.227], [0.820, -0.154, -1.723], [5.398, -2.302, -1.780], [5.035, -0.044, -1.625], [-0.806, -0.937, -3.395], [-0.882, 2.067, -3.245], [-1.106, -0.077, -5.063], [-1.616, 1.332, -4.838], [-1.805, -0.704, -5.640], [-0.137, -0.062, -5.589], [-1.352, 1.975, -5.695], [-2.713, 1.318, -4.733], [-1.363, 3.770, -3.782], [-0.794, 4.504, -3.199], [-2.432, 3.914, -3.582], [-1.178, 3.934, -4.855], [0.856, 2.133, -3.922], [0.866, 2.167, -5.008], [1.444, 1.287, -3.579], [1.315, 3.037, -3.535], [-2.492, -1.653, -3.216], [-2.524, -2.188, -2.254], [-2.692, -2.354, -4.042], [-3.243, -0.849, -3.204], [0.067, -2.288, -4.294], [0.944, -1.867, -4.807], [-0.598, -2.727, -5.046], [0.403, -3.074, -3.620], [-4.199, -1.641, 2.108], [-2.921, -1.375, 2.835], [-2.236, -0.280, 2.364], [-3.292, -1.189, 4.328], [-4.100, -2.187, 4.775], [-2.233, -1.123, 5.173], [-3.987, -0.019, 4.483], [-1.992, -2.602, 2.678], [-2.579, -3.731, 3.178], [-1.719, -2.825, 1.356], [-0.784, -2.426, 3.258], [-4.816, -0.756, 2.256], [-4.637, -2.539, 2.548], [-3.974, -1.773, 1.050]],
  "forces_ev_per_a": [[0.8, -0.4, -0.1], [0.1, 0.9, 0.2], [-0.7, 0.6, -0.1], [1.0, -0.8, 0.2], [1.4, 0.7, -0.4], [-0.5, 0.4, 0.5], [0.1, -0.8, 0.4], [0.0, 0.1, 0.2], [0.2, -0.1, 0.1], [0.1, 0.2, -0.4], [-0.7, -0.4, 0.3], [0.1, 0.5, 0.1], [0.0, -0.1, 0.1], [-0.3, 0.1, -0.1], [-0.1, 0.2, -0.2], [-0.2, 0.0, -0.5], [0.5, 0.2, 0.2], [-0.2, 0.0, 0.3], [0.4, 0.4, -0.7], [-0.5, 0.0, -0.1], [0.3, -0.3, 0.2], [0.0, 0.3, 0.2], [0.6, -0.5, -0.4], [-0.6, 0.1, -0.6], [-0.3, -0.3, 0.5], [0.3, 0.4, 0.1], [0.4, -1.6, -0.5], [-0.6, -1.1, 0.4], [1.2, 0.2, -0.2], [0.7, -1.0, 0.0], [-0.4, 0.6, 0.2], [-0.5, 0.4, 1.6], [-0.2, 0.2, -1.1], [-0.3, 0.4, 0.4], [-1.1, 0.6, 0.0], [0.0, 0.0, -0.2], [0.1, -0.3, -0.2], [-0.1, -0.1, 0.5], [0.5, 0.1, 0.1], [-0.3, 1.4, -0.3], [0.5, 0.2, 0.5], [0.2, 0.3, -0.2], [0.2, -0.5, -0.6], [0.5, 0.1, 0.6], [-0.1, 0.0, 0.1], [-0.4, 0.0, -0.1], [-0.4, -0.1, -2.3], [0.0, 0.7, -2.0], [0.2, -0.2, 0.7], [-0.4, -0.2, 0.5], [0.3, 0.2, 0.1], [-0.4, 0.0, 0.2], [-0.2, -0.1, 0.5], [0.3, 0.2, -0.1], [0.0, 0.4, 0.5], [-0.2, 0.0, -0.1], [0.2, 0.1, -0.1], [0.0, -0.1, 0.4], [-0.2, -0.1, 0.8], [-0.1, 0.0, -0.1], [0.1, -0.1, 0.0], [0.2, 0.1, 0.0], [0.1, -0.2, 0.3], [-0.3, 0.0, -0.3], [-0.1, 0.3, 0.3], [0.2, -0.3, 0.0], [0.1, -0.5, 0.2], [-0.2, -0.1, 0.2], [0.1, 0.1, 0.1], [0.0, -0.1, -0.2], [-0.2, 0.0, -0.2], [0.8, -0.4, 0.6], [-0.9, -0.7, -0.1], [-0.7, 0.2, 1.2], [0.7, 0.8, -0.3], [-0.9, -0.2, -0.6], [0.5, -1.0, -0.3], [0.3, -1.0, 0.0], [0.9, 1.1, -0.5], [-0.4, 0.2, 0.7], [-0.9, -0.4, -0.3], [-0.3, -0.2, -0.1], [-0.3, 0.2, -0.4], [-0.2, -0.1, 0.0]]
}